{"formula": "C40H111N7O18", "method": "ωB97M-V/def2-TZVPD", "e_tot_ha": -3327.5518, "relative_energy_kj_mol": 966.33, "elements": ["C", "O", "C", "C", "N", "C", "C", "O", "C", "H", "H", "H", "H", "H", "H", "H", "H", "H", "H", "H", "H", "H", "H", "H", "C", "C", "O", "O", "H", "H", "H", "H", "H", "H", "C", "C", "O", "O", "H", "H", "H", "H", "H", "H", "C", "C", "O", "O", "H", "H", "H", "H", "H", "H", "C", "C", "O", "O", "H", "H", "H", "H", "H", "H", "C", "C", "O", "O", "H", "H", "H", "H", "H", "H", "C", "C", "C", "O", "C", "N", "H", "H", "H", "H", "H", "H", "H", "H", "H", "H", "H", "C", "C", "C", "O", "C", "N", "H", "H", "H", "H", "H", "H", "H", "H", "H", "H", "H", "C", "C", "C", "O", "C", "N", "H", "H", "H", "H", "H", "H", "H", "H", "H", "H", "H", "C", "C", "C", "O", "C", "N", "H", "H", "H", "H", "H", "H", "H", "H", "H", "H", "H", "C", "C", "C", "O", "C", "N", "H", "H", "H", "H", "H", "H", "H", "H", "H", "H", "H", "C", "C", "C", "O", "C", "N", "H", "H", "H", "H", "H", "H", "H", "H", "H", "H", "H"], "xyz": [[-10.19463, 1.82325, 1.64842], [-9.08474, 1.13509, 1.13593], [-8.08538, 1.99863, 0.66773], [-6.97200, 1.14518, 0.07311], [-6.42248, 0.17130, 1.04868], [-6.04372, -1.05852, 0.32992], [-5.49364, -2.14401, 1.27790], [-6.59006, -2.96690, 1.61597], [-6.62463, -3.55731, 2.89477], [-10.01489, 2.32135, 2.60554], [-10.98930, 1.08506, 1.77730], [-10.58074, 2.53264, 0.90483], [-7.67881, 2.75942, 1.34277], [-8.44821, 2.55836, -0.20803], [-6.16545, 1.73974, -0.36127], [-7.43685, 0.63459, -0.78111], [-7.21921, 0.00432, 1.65544], [-5.26166, -0.80646, -0.39231], [-6.90646, -1.34891, -0.27783], [-5.12858, -1.62020, 2.16505], [-4.71014, -2.67183, 0.72895], [-5.88090, -4.36462, 2.91805], [-7.58502, -4.06524, 2.96438], [-6.45715, -2.90400, 3.75358], [0.57717, 4.17410, -4.16138], [1.45445, 3.79651, -2.97846], [1.08064, 4.49449, -1.76450], [-0.74611, 3.77615, -3.81864], [0.80309, 3.62569, -5.08102], [0.65798, 5.22834, -4.43738], [2.52901, 3.94356, -3.08076], [1.32155, 2.74855, -2.68765], [0.13976, 4.27363, -1.68582], [-1.37127, 4.50216, -3.95297], [-0.21564, 1.49031, 5.89887], [0.01205, 2.49234, 4.76373], [-1.12164, 3.31990, 4.59010], [0.86826, 0.56165, 6.00300], [-1.20668, 1.02296, 5.80570], [-0.34681, 1.94169, 6.89204], [0.13527, 1.89312, 3.85690], [0.89401, 3.06511, 5.06360], [-1.16975, 3.56793, 3.66150], [0.80124, 0.33684, 6.93536], [-2.45393, 6.07708, -0.68717], [-3.02200, 4.92369, -1.46848], [-2.72407, 5.11659, -2.84797], [-2.74166, 5.92648, 0.70813], [-2.87107, 7.04835, -0.98194], [-1.37399, 6.15639, -0.81662], [-4.08787, 4.72945, -1.31705], [-2.48555, 4.04279, -1.10167], [-3.41360, 5.71863, -3.15510], [-3.53864, 6.42240, 0.90426], [3.28460, -2.66377, -2.51280], [4.17658, -1.94787, -1.56393], [5.12542, -1.11899, -2.25862], [4.03180, -3.44438, -3.44992], [2.73877, -1.95970, -3.14649], [2.58082, -3.26328, -1.92475], [4.84307, -2.59345, -0.97797], [3.59293, -1.33045, -0.87613], [5.40772, -1.71304, -2.97220], [3.44433, -4.07493, -3.87121], [0.96655, 3.27204, 0.99409], [0.43900, 4.63686, 1.49277], [-0.86049, 4.38836, 2.03463], [2.17120, 3.32368, 0.27860], [0.23492, 2.68810, 0.41511], [1.10699, 2.67568, 1.90539], [0.29531, 5.33908, 0.66263], [1.14158, 5.08017, 2.20190], [-1.46331, 5.02913, 1.62291], [1.91003, 3.63807, -0.60083], [-2.63712, -4.91095, 0.57807], [-1.29669, -4.53642, -0.08198], [-1.19606, -3.02764, -0.41409], [-2.16866, -2.54655, -1.32238], [-1.93993, -2.92200, -2.70815], [-0.14321, -4.87639, 0.76089], [-2.63118, -4.52562, 1.59852], [-2.74133, -5.99416, 0.55503], [-3.43227, -4.44158, -0.00424], [-1.20168, -5.11822, -1.00183], [-0.20509, -2.66990, -0.71101], [-1.35431, -2.49656, 0.52779], [-0.90320, -2.71972, -2.98101], [-2.70239, -2.41831, -3.28491], [-1.92586, -4.01157, -2.59668], [-0.24218, -4.36209, 1.64246], [-0.25392, -5.80874, 1.15998], [7.86102, 0.04687, -1.90727], [6.70916, -0.30960, -2.84378], [5.84518, 0.87204, -3.25749], [5.26368, 1.62909, -2.21372], [4.38605, 0.82981, -1.39620], [7.28174, -0.93050, -4.06933], [8.56633, 0.72167, -2.40166], [8.49479, -0.82835, -1.75615], [7.45359, 0.53287, -1.02407], [6.11251, -1.10505, -2.38734], [5.07197, 0.60991, -3.99801], [6.42636, 1.56547, -3.87424], [4.63391, -0.21611, -1.20996], [3.50658, 0.76280, -2.05133], [4.24473, 1.38772, -0.47683], [6.62033, -1.54547, -4.54035], [7.92462, -1.64055, -3.71966], [-1.67521, -1.44055, 3.13964], [-1.93225, -2.22973, 4.40784], [-0.60178, -2.64133, 5.04143], [0.07116, -3.54477, 4.20370], [1.41660, -3.73495, 4.51478], [-2.70305, -1.50550, 5.43630], [-1.03726, -0.56469, 3.28317], [-2.55402, -1.15176, 2.56412], [-1.09289, -2.19705, 2.60271], [-2.42821, -3.14271, 4.06034], [-0.75200, -2.89923, 6.09781], [0.09047, -1.78151, 5.09164], [1.95677, -2.77601, 4.50074], [1.92986, -4.47505, 3.90801], [1.48924, -4.04210, 5.57060], [-2.12644, -0.68396, 5.60648], [-3.52871, -1.14358, 4.96611], [5.77909, -2.00345, 1.59507], [5.70646, -0.89772, 2.63686], [4.43691, -0.99468, 3.52078], [4.53291, 0.08485, 4.44794], [3.46489, 0.05411, 5.37804], [6.89124, -0.97533, 3.51635], [4.77612, -2.27042, 1.24028], [6.14679, -2.98710, 1.90514], [6.34264, -1.82456, 0.67803], [5.86110, 0.07418, 2.16382], [4.26854, -1.93360, 4.05776], [3.58755, -0.86101, 2.83453], [3.73822, -0.59691, 6.21836], [2.41776, -0.19444, 5.17499], [3.39854, 1.07538, 5.76278], [6.86248, -1.83873, 4.05217], [6.72549, -0.23185, 4.18884], [-2.31808, 0.58176, -0.01345], [-1.22957, 1.14846, -0.95220], [0.03998, 0.31683, -0.71909], [0.25897, 0.03326, 0.62544], [1.60801, -0.07489, 1.02032], [-1.66084, 1.09935, -2.33874], [-2.20428, -0.49914, 0.05812], [-3.33987, 0.90206, -0.21482], [-2.06358, 1.00222, 0.96498], [-0.99079, 2.13271, -0.53812], [0.85492, 0.93954, -1.12265], [0.07861, -0.56143, -1.37580], [2.15069, -0.96982, 0.69845], [1.63311, 0.08842, 2.09473], [2.24054, 0.70866, 0.57930], [-2.33882, 0.34238, -2.36031], [-2.17784, 1.92086, -2.62668], [2.43432, -0.13908, -5.16095], [0.92534, -0.37039, -5.25785], [0.68176, -1.45764, -6.31495], [0.79428, -0.95103, -7.63681], [-0.47292, -0.89766, -8.30184], [0.31323, -0.79459, -3.98678], [2.68818, 0.55748, -4.35853], [2.81726, 0.39908, -6.03254], [2.93811, -1.10448, -5.14455], [0.46322, 0.58224, -5.52653], [-0.23572, -2.03339, -6.14576], [1.41060, -2.27740, -6.23061], [-0.25309, -0.38496, -9.23397], [-1.46091, -0.72819, -7.86271], [-0.67706, -1.95114, -8.57411], [0.99777, -0.95744, -3.26321], [-0.36943, -0.10221, -3.70362]], "atomic_forces_ev_per_a": [[-0.9, -0.3, -0.3], [0.4, 0.3, 0.5], [1.0, 0.3, -1.6], [0.1, -0.6, 0.4], [-0.3, 0.7, -0.7], [0.3, 0.6, 0.4], [-1.1, 0.9, -0.7], [-0.5, 0.2, 0.2], [0.5, -1.1, -0.6], [0.2, 0.0, -0.1], [0.1, 0.0, 0.2], [0.2, 0.2, 0.2], [-0.4, -0.4, 0.7], [-0.3, 0.2, 0.2], [0.0, 0.3, 0.2], [0.0, -0.2, 0.0], [0.2, -0.6, 0.1], [0.1, 0.2, 0.1], [0.1, -0.8, 0.1], [0.4, -0.2, 0.0], [0.1, -0.3, 0.4], [0.2, 0.1, 0.3], [-0.1, 0.3, 0.2], [-0.1, 0.4, -0.2], [-0.1, -0.6, -0.2], [0.3, -0.4, 0.7], [-0.6, 0.4, -1.1], [0.0, 0.4, 0.1], [0.7, -0.1, 0.2], [-0.1, 0.1, 0.4], [-0.1, 0.3, -0.4], [-0.1, -0.3, -0.8], [0.0, 0.2, 0.1], [0.2, -0.3, 0.3], [-1.1, 0.4, 0.6], [-0.5, -0.5, 0.6], [0.1, -0.4, 0.8], [-1.3, 0.5, 0.3], [0.3, -0.3, -0.7], [0.3, 0.7, -0.3], [0.6, 0.1, 0.0], [0.2, 0.1, -0.6], [0.1, 0.3, -0.3], [0.6, -0.5, 0.0], [-0.7, 1.0, 0.7], [0.8, -0.5, 0.1], [-0.9, 0.4, 0.1], [0.2, -0.1, -0.2], [0.1, -0.2, -0.4], [0.0, -0.2, 0.0], [0.0, 0.3, 0.1], [-0.1, -0.2, -0.3], [0.2, -0.1, -0.3], [0.0, -0.1, 0.2], [-0.8, -0.4, -0.5], [-0.7, -1.8, 0.7], [-15.3, -7.6, 0.9], [0.5, -0.1, 0.6], [-0.2, 0.3, 0.6], [0.0, -0.2, -0.2], [-0.7, -0.4, 0.1], [-0.1, -0.4, -0.2], [-1.7, -1.1, -1.4], [0.0, 0.0, -0.1], [0.0, -0.2, 0.7], [-0.4, -0.7, -1.1], [0.1, 0.3, 0.1], [0.3, -0.2, 0.5], [-0.1, 0.7, 0.4], [0.2, 0.0, -0.1], [0.4, 0.0, 0.0], [-0.2, -0.1, 0.1], [-0.2, -0.3, 0.4], [0.2, 0.3, 0.1], [0.6, 0.6, -0.8], [0.2, 0.0, -0.1], [-0.4, 0.1, 0.4], [-0.1, 0.6, -0.2], [1.1, -1.1, 2.6], [0.0, 0.0, 0.9], [-0.2, -0.1, 0.1], [-0.2, 0.0, 0.2], [-0.2, -0.2, 0.2], [0.1, 0.0, -0.1], [0.3, -0.6, -0.3], [-0.3, 0.1, 0.0], [-0.2, 0.8, -0.4], [0.0, -0.4, -0.3], [-0.9, -0.1, -1.3], [0.2, 0.5, -0.3], [0.0, -0.3, -0.7], [0.0, 0.6, -1.4], [7.7, 3.1, -2.9], [0.5, 0.9, -1.1], [0.7, -1.1, 0.8], [-0.6, 1.8, -0.1], [0.7, -0.3, -0.5], [-0.1, 0.5, 0.1], [-0.4, -0.2, 0.7], [0.4, -0.2, 0.4], [10.8, 2.6, 1.1], [-0.2, -0.6, 0.3], [0.4, 0.2, 0.4], [0.3, 3.4, 1.6], [-0.8, -0.1, 0.7], [-0.4, 0.3, -0.1], [-0.5, 0.3, -0.3], [0.4, 0.3, -0.1], [0.8, -0.7, -0.2], [0.1, 0.3, 0.2], [0.7, 1.4, -0.2], [-0.7, -1.2, -0.7], [0.4, 0.7, 1.7], [0.2, -0.2, -0.5], [-0.1, 0.0, 0.1], [-0.1, -0.1, 0.1], [0.0, 0.6, -0.7], [-0.3, -0.1, 0.6], [0.0, -0.9, -0.2], [-0.5, 0.4, 0.1], [0.0, 0.0, -0.4], [-0.4, 0.0, -0.4], [0.1, -0.3, -0.1], [-0.3, 0.1, 0.3], [-0.1, 0.0, 0.2], [-0.9, -1.0, -0.8], [1.2, -1.4, 1.1], [0.3, 1.4, -1.3], [-1.2, -0.9, -0.8], [0.6, 0.8, 1.5], [0.0, 0.2, 0.0], [-0.2, 0.3, 0.0], [0.2, 0.3, 0.8], [0.2, 0.7, 0.2], [-0.9, 0.1, -0.1], [0.5, -0.3, -0.1], [-0.3, 0.1, 0.3], [0.1, -0.1, 0.1], [0.8, -0.3, -1.5], [0.1, -0.1, 0.1], [0.0, 0.0, -0.1], [0.4, -0.1, 0.2], [0.8, 0.6, 0.9], [-1.0, -1.0, 1.5], [0.9, 0.8, -1.6], [-0.1, -0.2, 0.4], [0.6, 0.9, -0.4], [0.1, -0.2, -0.3], [-0.5, 0.0, -0.1], [0.0, -0.1, -0.4], [-0.3, -0.3, 0.2], [-0.4, 0.2, -1.0], [0.3, 0.0, 0.2], [-0.5, -0.3, 0.3], [-0.6, -0.6, 0.3], [0.1, -0.4, 0.1], [-0.4, 0.4, 0.0], [0.1, -0.1, -0.3], [0.3, 0.2, 0.1], [-0.2, 0.7, -0.4], [0.2, -0.4, 0.3], [0.1, -0.5, -0.2], [-1.3, 0.7, 0.8], [0.8, -2.4, -1.4], [0.2, -0.2, -0.7], [0.0, -0.5, 0.4], [-0.2, -0.3, -0.3], [0.3, 0.1, 0.5], [-0.2, -0.2, -0.4], [-0.4, 0.7, -0.1], [0.4, 0.4, 0.2], [-0.6, 0.4, 0.1], [0.7, 1.4, 1.0], [0.2, 0.0, -0.5], [-0.1, 0.3, 0.1], [0.1, 0.0, 0.5]], "mulliken_charge": [-0.772, -0.280, -0.592, -0.596, -0.324, -0.887, 0.693, -0.443, -0.723, 0.300, 0.240, 0.316, 0.338, 0.404, 0.288, 0.294, 0.354, 0.399, 0.469, 0.289, -0.565, 0.269, 0.264, 0.304, -0.707, 0.461, -0.615, -0.344, 0.342, 0.355, 0.543, -0.494, 0.192, 0.225, -0.632, 0.622, -0.631, -0.373, 0.067, 0.529, -0.593, 0.253, 0.465, 0.217, -0.340, -0.096, -0.503, -0.574, 0.468, 0.124, 0.472, -0.184, 0.307, 0.292, -0.382, -0.238, -0.395, -0.652, -0.268, 0.665, 0.108, -0.010, 0.415, 0.353, 0.790, -0.362, -0.455, -0.647, -0.863, 0.027, 0.343, 0.267, 0.205, 0.361, -0.994, 0.499, 1.272, -0.040, -0.929, -0.707, -0.015, 0.494, 0.206, 0.458, -0.532, -1.097, 0.377, 0.225, 0.365, 0.097, 0.319, -1.858, 2.119, -0.767, -0.523, 0.320, -0.968, 0.472, 0.351, 0.292, -0.697, -0.116, 0.456, 0.358, -0.058, 0.390, 0.251, 0.357, 0.514, 0.176, -0.105, -0.242, -0.564, -0.804, -0.298, 0.026, -0.227, 0.266, 0.444, -0.446, 0.029, 0.318, 0.375, 0.166, 0.405, -1.268, 0.683, 0.543, -0.416, -0.582, -0.847, 0.156, 0.368, 0.207, 0.305, 0.347, -0.708, 0.345, 0.052, 0.271, 0.291, 0.360, -1.551, 2.797, 0.387, 1.601, -0.941, -0.453, -0.173, 0.526, 0.247, -1.089, -0.546, -0.934, 0.439, -0.251, -0.193, 0.300, 0.253, -1.419, 0.697, -1.025, -0.368, -0.916, 0.173, 0.033, 0.569, 0.311, 0.409, 0.476, 0.270, 0.303, 0.361, 0.351, -0.275, -0.030]}